Record 1
Molecular formula: C21H33Cl2EuN4O3S
Method: DFT, ωB97M-V with the def2-TZVPD basis set

Properties
Expectation value of S² ... 12.29
Kohn-Sham gap (alpha / beta) ... 6.64 / 6.89 eV
HOMO level (alpha / beta) ... -6.29 / -6.54 eV
DFT total energy ... -3293.672681 Ha
Spin multiplicity ... 7

CARTESIAN COORDINATES (ANGSTROEM)
O -2.52 0.21 -3.45
C -2.81 -0.82 -2.87
C -3.83 -1.11 -1.89
C -3.97 -0.55 -0.60
H -3.15 -0.03 -0.10
C -5.19 -0.76 0.05
H -5.39 -0.26 1.00
C -6.19 -1.57 -0.52
H -7.17 -1.65 -0.04
C -5.92 -2.27 -1.70
H -6.68 -2.89 -2.17
C -4.70 -2.11 -2.34
H -4.45 -2.70 -3.22
H -2.17 -1.70 -3.06
C 0.12 -2.69 -2.08
C -0.47 -2.22 -0.84
H -0.45 -3.59 -2.38
H 1.20 -2.92 -1.93
H 0.00 -1.96 -2.91
C -1.37 -2.79 -0.04
C -1.10 -4.22 0.36
H -2.26 -2.27 0.40
H -1.94 -4.87 0.10
H -0.85 -4.23 1.44
H -0.20 -4.54 -0.22
Eu 0.51 -0.67 0.43
Cl -1.39 -0.36 2.30
Cl 1.96 -2.74 1.39
C 1.94 0.29 2.81
O 1.81 0.86 1.67
N 3.01 0.38 3.58
C 4.23 1.04 3.10
C 3.10 -0.41 4.81
H 1.13 -0.36 3.18
H 3.99 1.46 2.12
H 5.06 0.33 3.04
H 4.51 1.83 3.80
H 2.14 -0.93 4.94
H 3.28 0.23 5.68
H 3.91 -1.15 4.78
H 4.25 0.91 -3.52
H 2.46 2.30 -4.90
C 3.51 0.10 -3.58
C 1.79 1.43 -4.78
N 2.17 0.67 -3.60
H 3.60 -0.56 -2.72
C 1.34 0.55 -2.57
O 1.68 0.01 -1.48
H 0.76 1.78 -4.66
H 0.33 0.95 -2.71
H 3.68 -0.45 -4.52
H 1.88 0.82 -5.69
C 1.89 4.07 1.08
N 0.69 3.73 1.82
C 0.46 4.06 3.14
C -0.73 3.49 3.48
N -1.18 2.79 2.38
C -0.32 2.94 1.31
S -0.48 2.34 -0.24
H 2.52 3.19 0.91
H 1.61 4.47 0.10
H 2.44 4.82 1.64
H 1.13 4.68 3.68
H -1.29 3.52 4.40
H -1.92 2.11 2.38

Mulliken atomic charge list, values in e, 4 entries: -0.581 -0.131 0.539 0.043



Record 2
Molecular formula: C5H10O2
Method: DFT, ωB97M-V with the def2-TZVPD basis set

Properties
Energy above the lowest of the compared OMol25 structures with the same formula, charge and spin ... 554.21 kJ/mol
Kohn-Sham gap ... 9.67 eV
HOMO level ... -8.71 eV
DFT total energy ... -346.814347 Ha

CARTESIAN COORDINATES (ANGSTROEM)
C -1.96 -0.31 -0.12
C -0.59 0.25 0.34
O -0.87 1.22 1.29
C 0.42 -0.80 0.52
C 0.90 0.31 -0.41
C 2.11 0.30 0.54
O 1.36 -0.43 1.52
H -2.62 0.38 -0.66
H -1.91 -1.25 -0.68
H -2.51 -0.57 0.81
H -0.93 -0.03 -2.41
H 0.00 1.49 1.62
H 0.27 -1.85 0.32
H -0.21 -0.23 -2.40
H 0.99 0.70 -1.39
H 2.63 1.20 0.90
H 2.91 -0.40 0.21

Mulliken atomic charge list, values in e, 4 entries: -1.632 1.004 -0.577 -0.109



Record 3
Molecular formula: C9H18AlF4N5O2S
Method: DFT, ωB97M-V with the def2-TZVPD basis set

Properties
Kohn-Sham gap ... 7.96 eV
HOMO level ... -9.78 eV
DFT total energy ... -1817.996420 Ha

CARTESIAN COORDINATES (ANGSTROEM)
C 4.86 0.89 0.09
C 3.86 1.88 -0.81
O 4.27 3.05 -1.36
O 2.48 1.43 -0.99
C 2.47 0.32 -1.99
C 1.95 -1.03 -1.21
C 0.43 -0.85 -0.55
C -0.43 -2.18 -0.96
C -1.86 -2.36 -0.11
N -3.00 -1.75 -0.87
C -3.61 -0.55 -0.73
N -4.81 -0.21 -1.63
C -5.11 1.19 -1.07
N -4.13 1.53 0.04
N -4.27 2.75 0.69
N -3.20 0.51 0.24
S -1.97 0.73 1.42
H 5.89 1.46 0.18
H 5.03 -0.09 -0.54
H 4.44 0.66 1.16
H 1.72 0.63 -2.86
H 3.57 0.19 -2.42
H 2.74 -1.40 -0.42
H 1.84 -1.90 -2.01
H 0.57 -0.68 0.60
H -0.03 0.11 -1.09
H 0.19 -3.17 -0.72
H -0.68 -2.12 -2.12
H -2.04 -3.54 -0.13
H -1.77 -2.09 1.02
H -3.41 -2.37 -1.64
H -6.01 1.80 -1.49
H -3.39 3.32 0.65
H -5.06 3.24 0.18
H -2.48 0.16 2.63
F 0.59 0.86 4.10
Al 2.19 0.09 3.76
F 2.08 -0.85 2.23
F 2.62 -1.02 5.11
F 3.45 1.36 3.60

Mulliken atomic charge list, values in e, 4 entries: -0.549 0.494 -0.563 -0.286



Record 4
Molecular formula: H25O13
Method: DFT, ωB97M-V with the def2-TZVPD basis set

Properties
Expectation value of S² ... 0.76
Energy above the lowest of the compared OMol25 structures with the same formula, charge and spin ... 241.59 kJ/mol
Kohn-Sham gap (alpha / beta) ... 9.22 / 4.40 eV
HOMO level (alpha / beta) ... -9.79 / -9.79 eV
DFT total energy ... -992.874815 Ha
Spin multiplicity ... 2

CARTESIAN COORDINATES (ANGSTROEM)
O 0.48 3.43 -0.45
H 3.11 2.21 1.87
H -0.74 -1.63 2.99
O 0.92 1.11 -3.76
H 1.81 0.98 -4.05
H 1.65 -1.07 -1.37
O -1.66 -1.60 3.30
H -2.06 -2.50 3.15
O -3.44 -0.24 2.06
H -3.78 0.53 2.48
H -2.63 -0.43 2.66
O 2.73 -1.93 1.50
H 0.61 3.50 0.51
H 2.49 -1.03 1.29
O -2.61 1.26 -1.61
H -2.80 0.37 -1.88
H -2.48 1.83 -2.36
O 2.50 -0.57 -1.17
H 0.28 0.57 0.34
H 1.14 -2.05 0.25
O 2.73 2.60 1.10
H 3.63 -2.14 1.32
H -2.58 -2.44 -1.52
O 0.83 -2.54 -0.59
H 1.09 1.29 -2.84
H 1.43 -0.72 2.73
O -1.72 0.04 -3.38
H -0.95 -0.39 -2.97
H -1.41 0.71 -3.98
O -2.99 -2.07 -0.69
H -2.41 -2.65 -0.19
H 1.62 -2.57 -1.20
O 0.75 -0.25 3.21
H 2.26 0.12 -0.53
H 1.75 2.23 1.12
O 1.10 1.05 0.42
H 0.99 0.68 2.79
H 0.80 2.53 -0.52

Mulliken atomic charge list, values in e, 4 entries: -0.537 0.307 0.322 -0.591



Record 5
Molecular formula: C4H6ClPS
Method: DFT, ωB97M-V with the def2-TZVPD basis set

Properties
Energy above the lowest of the compared OMol25 structures with the same formula, charge and spin ... 180.80 kJ/mol
Structure (SMILES) ... C#CCC[P@@H](=S)Cl
Kohn-Sham gap ... 10.00 eV
HOMO level ... -9.34 eV
DFT total energy ... -1355.696211 Ha

CARTESIAN COORDINATES (ANGSTROEM)
C 0.06 1.61 0.67
C 0.43 2.66 0.18
C -0.19 0.23 1.15
C -0.88 -0.63 0.08
P 0.50 -1.14 -1.02
S 2.31 -1.00 -0.36
Cl -0.01 -3.10 -1.44
H 0.25 -0.63 -2.21
H 0.49 3.57 -0.33
H 0.85 -0.14 1.37
H -0.95 0.35 2.03
H -1.23 -1.65 0.48
H -1.62 -0.13 -0.58

Mulliken atomic charge list, values in e, 4 entries: -0.391 0.008 -0.698 -0.587



Record 6
Molecular formula: C20H51B2N2O16P3
Method: DFT, ωB97M-V with the def2-TZVPD basis set

Properties
Charge ... -2
Kohn-Sham gap ... 1.16 eV
HOMO level ... -0.56 eV
DFT total energy ... -3179.616917 Ha

CARTESIAN COORDINATES (ANGSTROEM)
C -6.73 -0.29 -1.03
C -6.66 -1.70 -0.33
N -6.91 -2.86 -1.19
C -5.96 -2.93 -2.35
C -5.30 -4.34 -2.40
B -3.65 -4.35 -2.48
C -3.00 -4.47 -3.99
C -3.58 -3.55 -5.11
C -4.92 -4.10 -5.74
C -3.72 -2.04 -4.75
B -3.18 -5.80 -1.69
N -3.45 -7.15 -2.28
O -2.53 -5.81 -0.42
C -2.94 -3.16 -1.55
O -3.48 -2.83 -0.47
O -1.85 -2.61 -1.90
C -8.24 -3.03 -1.56
C -9.38 -2.06 -1.19
O -8.54 -4.01 -2.19
H -7.15 -0.30 -2.05
H -5.70 0.12 -1.05
H -7.29 0.40 -0.36
H -5.69 -1.76 0.20
H -7.43 -1.72 0.47
H -6.60 -2.84 -3.26
H -5.26 -2.08 -2.38
H -5.77 -4.96 -3.19
H -5.58 -4.85 -1.45
H -3.02 -5.52 -4.36
H -1.92 -4.19 -3.89
H -2.86 -3.60 -5.96
H -5.82 -3.79 -5.18
H -4.85 -5.20 -5.74
H -4.93 -3.78 -6.81
H -4.79 -1.80 -4.66
H -3.12 -1.73 -3.87
H -3.35 -1.43 -5.60
H -2.60 -7.50 -2.72
H -4.17 -7.07 -3.00
H -1.57 -5.86 -0.52
H -10.38 -2.44 -1.47
H -9.23 -1.15 -1.80
H -9.35 -1.71 -0.14
C -0.92 -0.90 0.33
O -0.69 0.23 1.21
P 0.92 0.59 1.61
O 1.55 0.34 0.27
O 0.99 -0.74 2.60
C 0.05 -0.83 3.66
O 2.30 1.26 2.34
C 3.44 0.43 2.50
H -1.96 -1.21 0.46
H -0.78 -0.60 -0.70
H -0.27 -1.74 0.57
H -0.71 -1.57 3.41
H -0.44 0.13 3.85
H 0.57 -1.14 4.57
H 3.71 -0.06 1.57
H 3.27 -0.31 3.28
H 4.27 1.07 2.81
C 5.22 3.55 0.72
O 5.95 2.33 0.69
P 7.49 2.33 -0.02
O 7.96 3.66 0.51
O 6.81 2.46 -1.52
C 5.90 1.44 -1.93
O 8.98 1.85 -0.66
C 9.52 2.62 -1.73
H 4.16 3.30 0.86
H 5.55 4.16 1.56
H 5.33 4.11 -0.21
H 4.88 1.82 -1.90
H 5.97 0.55 -1.29
H 6.14 1.15 -2.95
H 9.54 3.68 -1.48
H 8.96 2.45 -2.65
H 10.54 2.27 -1.89
C 3.07 6.49 6.69
O 3.41 6.66 5.32
P 4.63 5.64 4.68
O 4.21 4.38 5.39
O 5.79 6.46 5.54
C 5.93 7.86 5.29
O 5.80 4.91 3.68
C 6.92 4.31 4.29
H 2.59 7.40 7.03
H 2.37 5.66 6.79
H 3.96 6.30 7.30
H 5.51 8.42 6.13
H 5.42 8.16 4.37
H 6.99 8.09 5.20
H 6.62 3.61 5.08
H 7.60 5.06 4.70
H 7.45 3.75 3.51

Mulliken atomic charge list, values in e, 4 entries: -1.147 -0.703 0.234 -0.725



Record 7
Molecular formula: C7H14BN2O2
Method: DFT, ωB97M-V with the def2-TZVPD basis set

Properties
Charge ... +1
Energy above the lowest of the compared OMol25 structures with the same formula, charge and spin ... 391.36 kJ/mol
Structure (SMILES) ... C=C[N+](/C=C\NCC)=C/B(O)O
Kohn-Sham gap (alpha / beta) ... 7.65 / 7.65 eV
HOMO level (alpha / beta) ... -12.58 / -12.58 eV
DFT total energy ... -559.681011 Ha

CARTESIAN COORDINATES (ANGSTROEM)
B 0.77 2.17 0.08
C 1.10 -0.78 1.08
C -0.29 -0.71 1.32
C 2.49 -2.56 -0.59
C 2.27 -1.25 -0.82
C 0.87 0.72 -0.68
C -2.77 -0.17 -1.01
C -2.59 0.00 0.51
N 1.41 -0.33 -0.16
N -1.17 0.09 0.63
O 1.58 2.21 1.22
O -0.10 2.97 -0.40
H 1.65 -1.64 1.50
H -0.73 -1.27 2.19
H 3.22 -3.12 -1.08
H 2.10 -2.99 0.35
H 2.74 -0.88 -1.80
H 0.88 0.88 -1.77
H -2.21 -1.15 -1.34
H -3.77 -0.22 -1.26
H -2.09 0.51 -1.42
H -3.05 -0.85 1.03
H -3.06 0.91 0.81
H -0.46 0.52 -0.16
H 1.49 3.11 1.75
H -0.27 3.84 0.00

Mulliken atomic charge list, values in e, 4 entries: 0.617 -1.066 0.104 -0.913



Record 8
Molecular formula: C42H103N3O11
Method: DFT, ωB97M-V with the def2-TZVPD basis set

Properties
Expectation value of S² ... 0.75
Charge ... +1
Kohn-Sham gap (alpha / beta) ... 7.28 / 3.11 eV
HOMO level (alpha / beta) ... -9.75 / -9.75 eV
DFT total energy ... -2653.431092 Ha
Spin multiplicity ... 2

CARTESIAN COORDINATES (ANGSTROEM)
O 0.25 5.40 -2.80
H 0.96 5.85 -2.35
H 0.68 4.72 -3.32
O -3.76 4.75 -2.86
H -3.24 4.60 -3.64
H -3.13 5.03 -2.20
O 2.13 3.52 -0.38
H 2.18 2.69 -0.86
H 1.20 3.60 -0.14
C -4.11 -0.19 2.38
C -3.34 -0.29 3.76
C -1.81 0.05 3.50
C -1.03 0.46 4.73
C -1.74 1.54 5.54
C -3.18 1.17 5.92
N -3.87 0.69 4.70
O -5.25 0.60 4.85
C -3.19 0.08 7.05
C -3.71 2.52 6.35
C -3.38 -1.74 4.33
H -3.90 0.81 2.01
H -5.15 -0.47 2.49
H -3.67 -0.84 1.61
H -1.34 -0.84 3.08
H -1.74 0.82 2.74
H -0.03 0.78 4.43
H -0.89 -0.40 5.39
H -1.57 2.46 4.98
H -1.12 1.61 6.44
H -3.13 0.53 8.04
H -4.17 -0.37 6.90
H -2.37 -0.63 7.07
H -3.13 2.89 7.19
H -3.57 3.23 5.54
H -4.79 2.41 6.50
H -2.89 -1.86 5.29
H -2.98 -2.47 3.63
H -4.44 -1.95 4.48
H -5.41 1.40 4.35
C 6.04 -1.31 -0.44
C 5.38 0.05 -0.67
C 3.79 0.05 -0.41
C 3.43 -0.06 1.07
C 4.07 0.92 2.00
C 5.63 1.18 1.73
N 5.91 1.16 0.17
O 7.20 1.46 -0.19
C 5.90 2.60 2.25
C 6.55 0.16 2.30
C 5.44 0.56 -2.17
H 5.57 -1.84 0.39
H 7.10 -1.12 -0.27
H 6.09 -1.94 -1.33
H 3.20 0.83 -0.88
H 3.34 -0.81 -0.92
H 3.57 -1.08 1.43
H 2.35 0.06 1.13
H 4.07 0.43 2.97
H 3.49 1.83 2.14
H 6.93 2.80 1.97
H 5.27 3.36 1.77
H 5.83 2.79 3.32
H 6.26 -0.89 2.30
H 7.59 0.22 1.98
H 6.75 0.38 3.35
H 5.22 -0.27 -2.84
H 6.43 0.79 -2.54
H 4.78 1.39 -2.41
H 7.06 2.33 -0.56
C 2.75 -3.56 -2.15
C 1.56 -3.11 -3.06
C 1.98 -3.36 -4.52
C 0.84 -3.29 -5.48
C -0.27 -4.30 -5.12
C -0.74 -4.29 -3.66
N 0.39 -4.04 -2.78
O 0.02 -4.03 -1.41
C -1.80 -3.17 -3.50
C -1.26 -5.70 -3.39
C 1.19 -1.63 -2.93
H 3.68 -3.28 -2.64
H 2.76 -4.64 -2.00
H 2.69 -2.96 -1.25
H 2.67 -2.58 -4.84
H 2.51 -4.31 -4.57
H 1.15 -3.43 -6.52
H 0.43 -2.28 -5.50
H 0.09 -5.23 -5.58
H -1.05 -4.01 -5.82
H -2.75 -3.55 -3.87
H -1.96 -2.92 -2.45
H -1.75 -2.21 -4.02
H -0.43 -6.41 -3.39
H -1.80 -5.86 -2.46
H -1.89 -6.11 -4.19
H 2.01 -0.90 -2.94
H 0.79 -1.45 -1.93
H 0.39 -1.26 -3.56
H 0.58 -4.72 -1.06
C 1.03 2.78 -6.01
C 1.59 2.20 -4.71
C 2.83 1.30 -4.96
O 1.96 3.31 -3.85
H 0.68 2.03 -6.71
H 1.71 3.52 -6.44
H 0.15 3.38 -5.76
H 0.80 1.55 -4.33
H 3.58 1.58 -4.22
H 3.22 1.37 -5.97
H 2.70 0.24 -4.76
H 2.67 3.81 -4.26
C -0.30 -3.82 1.91
C 0.83 -3.87 2.92
C 0.74 -2.74 3.89
O 0.95 -5.04 3.72
H -1.23 -3.52 2.39
H -0.45 -4.80 1.46
H 0.01 -3.14 1.13
H 1.77 -3.89 2.37
H -0.28 -2.63 4.26
H 1.04 -1.80 3.42
H 1.35 -3.04 4.74
H 0.72 -4.86 4.64
C -1.50 -0.06 -0.36
C -0.58 0.96 -0.93
C -1.31 1.93 -1.96
O -0.06 1.61 0.13
H -1.00 -0.82 0.24
H -2.16 -0.58 -1.05
H -2.16 0.48 0.32
H 0.26 0.44 -1.38
H -0.56 2.59 -2.38
H -2.07 2.42 -1.35
H -1.86 1.36 -2.71
H -0.49 2.45 0.25
C -5.07 -1.47 -2.88
C -6.34 -1.10 -2.10
C -6.10 0.16 -1.37
O -7.33 -0.84 -3.10
H -5.22 -2.40 -3.43
H -4.12 -1.46 -2.36
H -4.89 -0.73 -3.67
H -6.57 -1.93 -1.44
H -5.62 0.91 -2.00
H -5.45 -0.04 -0.52
H -6.98 0.61 -0.91
H -8.07 -0.44 -2.62
C -1.41 5.36 3.02
C -1.37 4.07 2.17
C -2.81 3.57 1.83
O -0.69 4.24 0.97
H -2.07 5.09 3.84
H -1.80 6.12 2.34
H -0.48 5.61 3.52
H -0.81 3.33 2.75
H -2.74 2.74 1.13
H -3.42 4.26 1.25
H -3.33 3.27 2.74
H -1.29 4.76 0.43

Mulliken atomic charge list, values in e, 4 entries: -0.586 0.268 0.366 -0.610



> What is the DFT total energy in the sixth record?

-3179.616917 Ha



> DFT total energy of number 1 (C21H33Cl2EuN4O3S)?

-3293.672681 Ha



> Number 7 is which compound?

C7H14BN2O2



> Which value of DFT total energy does entry 6 give?

-3179.616917 Ha